C22H47NO2P2Tc | ωB97M-V/def2-TZVPD

Atoms and positions in Å:
Tc: 0.26014 0.07501 0.22798
C: -1.57995 -0.12872 0.80712
O: -2.66349 -0.24744 1.24715
C: 0.86370 -0.12536 -1.56738
O: 1.29731 -0.23088 -2.66395
P: -0.53064 2.49197 -0.53487
C: 0.38447 3.98936 0.07089
H: -0.02236 4.82418 -0.51718
C: -0.28661 2.71502 -2.39423
H: 0.72455 2.29757 -2.54197
C: -2.30639 2.93221 -0.20130
H: -2.35370 2.76474 0.88866
C: -1.15065 -3.26524 1.08335
P: 0.46274 -2.38467 0.73758
H: 1.65403 -4.05249 1.95027
H: -1.52002 -2.71136 1.96253
C: 1.11545 -3.52247 -0.60659
H: 0.87598 -4.52037 -0.20652
C: -1.26102 1.87590 -3.22314
H: -2.26608 2.31763 -3.24448
H: -1.33031 0.83263 -2.89141
H: -0.88891 1.86138 -4.25807
C: -0.27152 4.16141 -2.90402
H: -0.21729 4.13103 -4.00174
H: 0.60316 4.72163 -2.55356
H: -1.18340 4.70925 -2.63269
C: -2.69107 4.38891 -0.47589
H: -1.99640 5.11944 -0.04886
H: -3.67241 4.56026 -0.00981
H: -2.81107 4.57979 -1.55080
C: -3.33200 1.99984 -0.85954
H: -4.18373 1.90255 -0.17175
H: -2.96513 0.98857 -1.06222
H: -3.72557 2.42566 -1.79198
C: 0.13134 4.28964 1.54745
H: -0.92011 4.51930 1.75429
H: 0.72615 5.16598 1.83778
H: 0.43282 3.45592 2.19260
C: 1.87357 3.86619 -0.23712
H: 2.31765 3.00255 0.27404
H: 2.38448 4.77497 0.11256
H: 2.07544 3.76678 -1.30979
C: -1.00825 -4.74900 1.45141
H: -0.23844 -4.95552 2.19861
H: -0.81225 -5.36173 0.56165
H: -1.97045 -5.08013 1.86694
C: -2.19439 -3.14124 -0.03246
H: -2.10303 -3.95578 -0.76277
C: 2.82956 -2.29280 2.28742
H: -2.18479 -2.18402 -0.56255
H: -3.18855 -3.24136 0.42658
C: 0.74494 -2.89253 3.53332
H: 2.71753 -1.23516 2.54912
H: 3.41622 -2.77641 3.08102
H: 3.42307 -2.34387 1.37092
C: 1.47586 -2.99109 2.18743
H: 1.46250 -3.10202 4.33846
H: -0.07832 -3.60561 3.63057
H: 0.34552 -1.88407 3.69935
C: 2.62702 -3.43483 -0.80304
H: 2.93108 -2.41660 -1.08614
H: 2.90535 -4.10540 -1.62893
H: 3.18823 -3.75783 0.08012
C: 0.41573 -3.37139 -1.95720
H: -0.65297 -3.15429 -1.88672
H: 0.53114 -4.31636 -2.50872
H: 0.88529 -2.58388 -2.55525
H: 0.34982 -0.78841 1.89654
H: -0.21660 1.75565 1.13127
C: 4.48294 1.28289 1.40047
C: 3.10878 0.94406 1.12985
N: 2.01182 0.60930 0.90837
H: 4.99493 0.44760 1.90244
H: 4.52512 2.17095 2.04992
H: 5.00226 1.50464 0.45471

As for the total charge: +4. The calculation puts the total energy at -1833.38674 Eh. The multiplicity is 4. As for the expectation value of S²: 3.805. The calculation puts the HOMO-LUMO gap (spin up / spin down) at 8.70 / 4.54 eV.

Mulliken atomic charge list, values in e, 8 entries: number 1, Tc, carries -1.50; number 2, C, carries 0.52; number 3, O, carries -0.19; number 4, C, carries 0.30; number 5, O, carries -0.22; number 6, P, carries 0.83; number 7, C, carries 0.27; number 8, H, carries 0.74